Molecular formula: C5H10I2N2O
Method: DFT, wB97M-V/def2-TZVPD

Geometry (Å):
1 C -2.564 0.024 1.082
2 C -1.870 1.243 0.543
3 C -0.560 0.977 -0.195
4 C 0.344 -0.005 0.481
5 C 1.826 0.036 0.204
6 N -2.502 -0.178 2.289
7 N 2.442 -1.413 -2.551
8 O 1.705 -0.420 -2.114
9 I 2.994 1.809 0.351
10 I 3.095 -1.640 0.530
11 H -3.052 -0.643 0.310
12 H -2.601 1.467 -0.265
13 H -1.802 1.971 1.387
14 H -0.751 0.545 -1.241
15 H 0.026 1.893 -0.089
16 H 0.224 0.248 1.528
17 H -0.043 -1.127 0.241
18 H -2.646 -1.080 2.627
19 H 2.252 -2.397 -2.451
20 H 3.483 -1.309 -2.669

LUMO energy (alpha / beta)   -0.0014 / -0.0038 Eh
Highest occupied orbital energy (alpha / beta)   -0.3258 / -0.2841 Eh
Gap between HOMO and LUMO (alpha / beta)   8.827 / 7.627 eV
Charge   0
Largest force on an atom   3.10 eV Å⁻¹
Energy   -26570.2538 eV
Energy above the lowest of the compared OMol25 structures with the same formula, charge and spin   40.3 kcal per mole